(1)
Formula: C16H25BeCl8F6N4O4S2
Source: the Open Molecules 2025 dataset
Level of theory: ωB97M-V/def2-TZVPD

The LUMO energy (alpha / beta) comes out at -12.082 / -12.082 eV. For the HOMO energy (alpha / beta), the calculation gives -0.50783 / -0.50785 hartree. Its expectation value of S² is 0.756. Its net charge is +2. Its multiplicity is 2.

Atoms and positions in Å:
Cl  6.7222  21.2278  -16.3899
Cl  9.5949  19.0907  -13.1180
Cl  7.1310  9.8283  -17.0218
Cl  9.2843  19.6566  -18.2880
Cl  7.9721  13.9931  -18.0707
Cl  7.5851  9.6929  -13.8856
Cl  5.9221  17.2828  -11.6523
Cl  8.7126  15.9531  -21.7968
S  11.1920  14.7881  -15.2231
S  13.3718  16.3035  -15.6016
F  12.1787  14.4233  -12.6252
F  12.5144  18.1343  -17.4118
F  14.0529  16.7468  -18.1604
F  11.9090  16.1053  -17.9233
F  10.9328  16.2233  -13.0209
F  9.9633  14.3165  -12.6996
O  10.4892  16.0290  -15.6852
O  10.5274  13.5488  -15.6719
O  12.7916  17.3257  -14.7305
O  14.8174  16.2864  -15.5174
N  12.2401  21.5406  -11.6362
N  12.7574  11.7927  -13.5470
N  12.7305  14.6348  -15.4720
N  12.5107  21.7386  -16.9964
C  13.0117  21.2955  -16.0302
C  8.2240  10.9562  -16.2025
C  8.3056  17.7989  -12.8058
C  8.2343  14.1902  -19.7682
C  12.9042  16.8294  -17.4404
C  11.0657  14.8738  -13.2219
C  8.9232  19.6567  -16.5819
C  12.5841  20.4531  -11.4200
C  13.9172  11.1478  -11.3200
C  8.8369  15.6341  -20.0474
C  13.2960  11.5016  -12.5800
C  7.4040  19.6266  -16.2728
C  7.1550  18.4377  -12.1058
C  13.7013  20.8323  -14.8087
C  13.1009  19.1055  -11.1072
C  8.7593  10.5473  -14.8502
Be  14.0088  12.7036  -15.8716
H  7.4296  18.7273  -11.0914
H  14.0704  19.1372  -10.6100
H  6.7457  19.3098  -12.6157
H  8.6073  17.0370  -12.0871
H  8.7661  13.3210  -20.1552
H  6.8837  18.9551  -16.9558
H  12.4127  18.5735  -10.4504
H  13.0557  20.2016  -14.1975
H  7.2397  14.1667  -20.2134
H  7.6449  11.8555  -15.9925
H  8.2594  16.4044  -19.5363
H  8.0494  17.3400  -13.7607
H  9.6915  9.9830  -14.8289
H  9.3882  20.5519  -16.1690
H  8.9504  11.3437  -16.9168
H  14.1156  12.1164  -10.8611
H  14.1875  21.6050  -14.2132
H  9.4531  18.7458  -16.3035
H  8.9508  11.3932  -14.1900
H  14.8388  10.5869  -11.4755
H  7.1155  19.2876  -15.2779
H  13.1584  18.7318  -12.1296
H  13.2933  10.5255  -10.6785
H  9.7602  15.6450  -19.4682
H  14.5006  20.1663  -15.1339

---

(2)
Formula: C16H25ClIN5O2S
Source: the Open Molecules 2025 dataset
Level of theory: ωB97M-V/def2-TZVPD

The LUMO energy comes out at -0.643 eV. For the HOMO energy, the calculation gives -0.31113 hartree. Its multiplicity is 1.

Atoms and positions in Å:
I  -6.0554  -3.1551  -3.7250
Cl  -3.5749  -1.0082  2.0542
S  -7.0913  -3.9728  1.0401
O  1.9302  0.4285  2.0954
O  2.6107  1.6841  -1.0801
N  -5.9338  -3.0031  1.6259
N  -6.8538  -3.7846  -0.5169
N  3.9429  0.5850  3.1141
N  1.3602  3.3988  -1.8818
N  -2.6113  -0.2343  -0.6711
C  -3.7281  -1.1308  -0.6297
C  -1.3478  -0.9605  -1.0234
C  -4.2402  -1.5548  0.5650
C  -5.3073  -2.4756  -1.8981
C  -0.2007  -0.6042  -0.1030
C  -5.3279  -2.4801  0.5732
C  -5.8501  -2.9259  -0.6734
C  4.3386  1.6896  2.2536
C  1.9780  2.7045  -0.9047
C  1.4557  2.9072  -3.2453
C  -4.2690  -1.5990  -1.8701
C  4.8649  0.0977  4.1191
C  1.0327  -1.4489  -0.4183
C  0.8825  -2.9132  -0.0207
C  0.6078  4.6072  -1.6129
C  2.7209  0.0501  2.9362
H  0.6360  4.8309  -0.5489
H  -3.8197  -1.2365  -2.7787
H  -2.7988  0.4284  -1.4126
H  0.0394  0.4476  -0.2413
H  0.9077  3.5711  -3.9092
H  -0.4879  -0.7286  0.9365
H  4.3063  1.3835  1.2073
H  2.4998  2.8617  -3.5564
H  4.4132  -0.7259  4.6680
H  -0.4335  4.4810  -1.9166
H  0.7090  -3.0114  1.0449
H  1.8088  -3.4291  -0.2637
H  1.8744  -1.0465  0.1280
H  5.1132  0.8944  4.8235
H  -1.0851  -0.7849  -2.0661
H  1.2103  -1.3659  -1.4886
H  3.6493  2.5254  2.3807
H  1.8431  3.1482  0.0969
H  0.1083  -3.4330  -0.5756
H  1.0354  5.4497  -2.1608
H  5.3453  2.0073  2.5133
H  2.5035  -0.7858  3.6239
H  -1.5356  -2.0273  -0.9442
H  5.7846  -0.2565  3.6489
H  1.0396  1.9010  -3.3115

---

(3)
Formula: C16H25ClN2OSn
Source: the Open Molecules 2025 dataset
Level of theory: ωB97M-V/def2-TZVPD

The LUMO energy (alpha / beta) comes out at -8.799 / -8.787 eV. For the HOMO energy (alpha / beta), the calculation gives -0.52653 / -0.51832 hartree. Its net charge is +2. Its multiplicity is 1.

Atoms and positions in Å:
Sn  -0.0143  -0.0347  -0.4772
Cl  0.1099  0.4294  -2.8578
O  -0.0286  1.1232  2.3970
N  -0.2614  1.0035  4.7255
N  1.4700  2.0185  3.7420
C  -2.3545  -0.4863  -0.6244
C  -2.1558  0.9067  1.2366
C  2.2899  -0.8182  -0.5008
C  -2.1759  -1.2957  0.5537
C  0.2946  1.3966  3.5642
C  -0.8810  1.8281  -6.0221
C  1.6136  1.3905  -5.9878
C  1.8091  -1.0076  1.7541
C  0.2394  0.8840  -6.0263
C  1.3863  -1.9548  -0.3263
C  2.4872  -0.2264  0.7839
C  -2.0407  -0.4437  1.6657
C  -0.0043  -0.5278  -6.3329
C  -2.3055  0.9046  -0.1819
C  -1.3620  0.0961  4.9284
C  1.0983  -2.0217  1.0859
H  -0.9678  -0.8418  -5.9160
H  1.8146  2.2540  4.6697
H  2.0235  2.2510  2.9458
H  -2.0538  0.0640  4.0957
H  -2.1876  -2.3756  0.6357
H  -2.7285  -0.8364  -1.5823
H  -1.1135  2.2042  -7.0317
H  0.7840  -1.1494  -5.8938
H  0.4640  -2.7657  1.5627
H  1.9866  1.6611  -6.9891
H  1.6671  2.2835  -5.3551
H  2.2836  0.6294  -5.5723
H  2.8715  -0.6156  -1.3978
H  -2.2129  1.8142  1.8228
H  -1.0423  -0.9334  5.1207
H  -1.7804  1.3422  -5.6273
H  0.1598  1.4116  5.5199
H  1.9572  -0.9723  2.8311
H  -0.6443  2.6895  -5.3876
H  1.2195  -2.7542  -1.0482
H  -1.7458  -0.8299  2.6336
H  -1.9109  0.4416  5.8056
H  3.1321  0.6213  0.9852
H  -2.5326  1.7856  -0.7655
H  -0.0244  -0.7214  -7.4177

---

(4)
Formula: C16H25F4IN2O5
Source: the Open Molecules 2025 dataset
Level of theory: ωB97M-V/def2-TZVPD

The LUMO energy comes out at 0.472 eV. For the HOMO energy, the calculation gives -0.33853 hartree. The structure (SMILES) is CC(=O)NCCCC[C@@]1(N)[C@H](I)C(=O)O[C@H]1[C@H](C)F.CCOC(=O)C(F)(F)F. Its multiplicity is 1.

Atoms and positions in Å:
I  2.1244  -0.1438  2.1887
F  5.4249  3.2497  3.4509
F  5.2083  2.1712  1.5892
F  -0.3941  -3.5106  -2.1128
F  3.7872  1.8596  3.1935
O  -7.2524  0.5649  -2.1085
O  3.3076  -3.1117  2.2908
O  1.8241  -4.0576  0.8193
O  2.4574  3.8557  1.8743
O  4.4128  4.9517  1.6371
N  0.7284  -1.0446  -0.5273
N  -5.5255  -0.7279  -1.3784
C  3.6488  3.9177  1.9992
C  1.1289  -2.0276  1.7580
C  0.3955  -2.1628  0.3652
C  3.7265  6.0709  1.0481
C  -6.0608  0.3985  -2.1040
C  -5.1933  1.3827  -2.9204
C  3.0756  6.9318  2.1109
C  -1.1604  -2.4998  0.5836
C  0.6341  -4.1906  -1.4377
C  1.2229  -3.3580  -0.2632
C  1.7713  -4.4227  -2.4875
C  2.2920  -3.0852  1.7131
C  -2.0213  -1.5476  -0.2868
C  -3.5625  -1.7475  -0.1410
C  -4.2568  -0.4466  -0.6904
C  4.5219  2.7939  2.5650
H  -4.4718  1.8625  -2.2164
H  -1.8035  -0.5099  0.0641
H  -5.4621  -1.5606  -1.9619
H  2.6245  7.8171  1.6615
H  2.2993  6.3837  2.6456
H  1.7813  -3.5794  -3.2094
H  -3.8950  -2.6264  -0.7385
H  1.6420  -5.3873  -3.0191
H  -1.3092  -3.5724  0.3231
H  0.2441  -5.1704  -1.0818
H  2.0530  -2.7990  -0.7621
H  -3.5155  0.0023  -1.4008
H  0.4561  -1.2382  -1.4879
H  0.4263  -2.1043  2.6073
H  4.4835  6.6467  0.5169
H  -3.8362  -1.9445  0.9163
H  -1.4062  -2.4038  1.6622
H  2.7410  -4.4732  -1.9528
H  -5.8069  2.1889  -3.3624
H  3.0031  5.7254  0.3081
H  -4.5623  0.8799  -3.6858
H  -1.7762  -1.5630  -1.3648
H  3.8137  7.2480  2.8505
H  -4.3558  0.2694  0.1506
H  0.3673  -0.1551  -0.1913

---

(5)
Formula: C16H25N
Source: the Open Molecules 2025 dataset
Level of theory: ωB97M-V/def2-TZVPD

The LUMO energy comes out at 0.741 eV. For the HOMO energy, the calculation gives -0.33330 hartree. Its multiplicity is 1.

Atoms and positions in Å:
N  0.3274  -0.7943  -2.0299
C  0.0645  -1.2261  -3.0884
C  2.3134  1.6575  -1.2585
C  -1.5585  1.6835  -0.4117
C  -0.2580  2.0086  -1.1628
C  -0.5168  -1.6159  2.3654
C  -0.7906  -2.7743  1.5008
C  3.4740  0.8048  -0.6395
C  0.5602  -0.3034  -0.6323
C  0.9583  1.2031  -0.6330
C  2.4152  1.6111  -2.8086
C  -0.9772  -2.1278  0.1130
C  -0.4691  -0.4464  1.6849
C  -1.8842  0.1992  -0.3309
C  -3.1895  0.0082  0.5025
C  -0.7063  -0.6239  0.2103
C  -0.4958  -1.7426  3.8565
H  1.0263  1.4969  0.4533
H  -3.5261  -1.0338  0.5352
H  3.4127  -0.2502  -0.8815
H  -0.4810  -0.7666  4.3276
H  3.4032  0.9732  0.4799
H  -2.3628  2.2329  -0.8788
H  2.3772  0.5901  -3.1485
H  3.3848  2.0136  -3.0686
H  1.6537  2.2057  -3.2814
H  2.4296  2.7138  -1.0558
H  -3.9783  0.6312  0.0152
H  0.3767  -2.3247  4.1731
H  -3.0896  0.3474  1.5256
H  -1.4261  2.1011  0.5806
H  4.4018  1.2105  -1.0150
H  0.0659  -3.4793  1.5136
H  -0.2729  -2.6290  -0.5910
H  -2.0850  -0.1453  -1.3595
H  -1.4228  -2.2537  4.1505
H  1.3578  -0.8769  -0.2066
H  -0.3830  0.4891  2.2041
H  -1.6781  -3.2990  1.8371
H  -1.9759  -2.3404  -0.2419
H  -0.4014  1.7660  -2.2149
H  -0.0737  3.1062  -1.0902

---

(6)
Formula: C16H25N2
Source: the Open Molecules 2025 dataset
Level of theory: ωB97M-V/def2-TZVPD

The LUMO energy comes out at -2.402 eV. For the HOMO energy, the calculation gives -0.41269 hartree. The structure (SMILES) is CN(C)/C=C/[C@H](c1ccccc1)[NH+]1CCCCC1. Its net charge is +1. Its energy above the lowest of the compared OMol25 structures with the same formula, charge and spin is 1.776 eV. Its multiplicity is 1.

Atoms and positions in Å:
N  0.9676  -0.5514  0.3329
N  -0.4931  2.2377  -2.8252
C  3.2031  -2.5079  0.5898
C  -3.2851  -0.1882  3.3691
C  -1.4178  0.8488  2.1741
C  -0.3666  1.1259  -2.0879
C  -0.7473  1.0727  -0.7808
C  -0.1348  2.2563  -4.2236
C  1.9460  -0.7576  -0.7852
C  -1.4862  -0.2009  1.2221
C  2.1161  -2.3624  1.6737
C  0.7734  -1.7597  1.1524
C  -2.3924  0.8722  3.2132
C  -1.0241  3.4187  -2.1664
C  3.3171  -1.2441  -0.2548
C  -3.2998  -1.2366  2.4434
C  -0.6126  -0.1485  -0.0049
C  -2.3658  -1.2766  1.3980
H  -2.2759  -2.0913  0.6695
H  3.9602  -1.4520  -1.1325
H  -0.6401  1.6211  2.0681
H  1.5076  -1.4749  -1.4921
H  0.9330  2.0642  -4.3855
H  2.9163  -3.3330  -0.0569
H  -0.6070  -1.0899  -0.5437
H  -3.9705  -2.0804  2.5384
H  1.8839  -3.3584  2.1195
H  2.0853  0.2446  -1.2936
H  -1.1599  1.9829  -0.3071
H  0.0348  0.2381  -2.5823
H  3.7572  -0.4244  0.3513
H  0.8531  0.5073  0.7279
H  -0.4201  3.2352  -4.6161
H  -0.4350  3.7050  -1.2779
H  -2.0588  3.2271  -1.8423
H  -2.3611  1.7205  3.9275
H  -1.0387  4.2262  -2.9043
H  0.1725  -1.4954  2.0450
H  4.1623  -2.7258  1.0751
H  -3.9954  -0.1716  4.1830
H  2.4842  -1.6877  2.4838
H  0.2200  -2.4777  0.5558
H  -0.7056  1.4920  -4.7505

---

What E values result from the calculations? In sequence: -6235.4469; -2204.9979; -1483.1997; -1807.5118; -679.3786; -733.8752 a.u..